No. 1
{"formula": "C3H7OP", "method": "ωB97M-V/def2-TZVPD", "de_lowest_kj_mol": 297.0, "e_lumo_ev": 1.01, "homo_lumo_gap_ev": 10.308, "smiles": "C=C1O[PH2]1C", "species": ["C", "C", "C", "O", "P", "H", "H", "H", "H", "H", "H", "H"], "xyz": [[-1.2932, -0.4202, -2.2471], [-0.3452, -0.0848, -1.4139], [0.1897, -0.2201, 1.5097], [-0.1717, 1.4383, -1.0890], [0.7697, 0.6571, -0.0338], [-2.0512, 0.0804, -2.8757], [-1.4840, -1.5060, -2.2957], [2.0110, 0.1755, -0.3135], [-0.5922, 0.4887, 1.9059], [-0.3513, -1.2443, 1.5993], [1.1784, -0.1205, 2.0540], [1.2494, 1.8649, 0.6213]], "forces_ev_per_angstrom": [[-1.22, -2.06, -0.60], [0.30, 2.19, 0.70], [-0.43, 0.53, 0.28], [0.76, -1.27, 0.39], [-2.44, 0.01, -0.27], [0.92, 0.62, 0.72], [0.43, 0.35, -0.11], [0.71, -0.55, -0.52], [1.08, -0.43, 0.01], [1.58, 1.59, -0.88], [-1.43, -0.42, 0.21], [-0.26, -0.56, 0.06]]}



No. 2
{"formula": "C47H63LuN4O9Se", "method": "ωB97M-V/def2-TZVPD", "e_lumo_ev": [-1.60, -1.60], "homo_lumo_gap_ev": [5.115, 5.110], "species": ["Lu", "C", "O", "C", "C", "C", "C", "C", "C", "N", "N", "C", "C", "O", "C", "C", "C", "C", "C", "C", "C", "C", "H", "H", "H", "H", "H", "H", "H", "H", "H", "H", "H", "H", "H", "C", "C", "C", "C", "C", "C", "C", "Se", "C", "C", "C", "C", "C", "C", "O", "C", "C", "C", "C", "C", "C", "C", "C", "C", "O", "C", "C", "C", "C", "C", "C", "H", "H", "H", "H", "H", "H", "H", "H", "H", "H", "H", "H", "H", "H", "H", "H", "H", "H", "H", "H", "H", "H", "H", "H", "H", "H", "H", "H", "H", "H", "H", "H", "H", "H", "H", "H", "H", "H", "H", "H", "O", "H", "H", "O", "H", "H", "C", "N", "C", "N", "O", "H", "H", "H", "H", "H", "H", "O", "O"], "xyz": [[12.4956, 13.7438, 14.4076], [9.4111, 15.0794, 12.3028], [10.2359, 15.3697, 13.4647], [9.6404, 15.9532, 14.5409], [8.2848, 16.3325, 14.5662], [7.8158, 17.1326, 15.6004], [8.6595, 17.5422, 16.6203], [9.9843, 17.1011, 16.6476], [10.4839, 16.2755, 15.6485], [11.8054, 15.7799, 15.7192], [12.5330, 16.6355, 16.3691], [13.7636, 16.4398, 16.7976], [14.3971, 15.1373, 16.6954], [13.8860, 14.1663, 16.0299], [15.6479, 14.9920, 17.3697], [16.2725, 16.0421, 18.0106], [15.6832, 17.3420, 18.1056], [16.2943, 18.3968, 18.8282], [15.6985, 19.6429, 18.8863], [14.4883, 19.8483, 18.2190], [13.8671, 18.8014, 17.5372], [14.4408, 17.5427, 17.4935], [10.0342, 14.5428, 11.5824], [9.0970, 16.0068, 11.8265], [8.5436, 14.4578, 12.5760], [7.6529, 16.0313, 13.7263], [6.7577, 17.4415, 15.5705], [8.3037, 18.1827, 17.4355], [10.6663, 17.4063, 17.4575], [16.1466, 14.0192, 17.4043], [17.2474, 15.8865, 18.5074], [17.2399, 18.1781, 19.3312], [16.1789, 20.4694, 19.4377], [13.9863, 20.8061, 18.2905], [12.9167, 18.9582, 17.0281], [14.4774, 9.3578, 7.9088], [13.0625, 9.0111, 8.4348], [12.0682, 9.6291, 7.4269], [12.8728, 7.4862, 8.5138], [12.8408, 9.6684, 9.7903], [13.0994, 11.0528, 9.8272], [12.9723, 11.7493, 10.9909], [13.3683, 13.7046, 10.7885], [15.2228, 13.3740, 11.4530], [16.2424, 13.6693, 10.5555], [17.5927, 13.4413, 10.8660], [17.8801, 12.9314, 12.1263], [16.9288, 12.6562, 13.0985], [15.5460, 12.9706, 12.7968], [14.6319, 12.9418, 13.7060], [17.4342, 12.1643, 14.4663], [18.3435, 10.9116, 14.2623], [16.3718, 11.7483, 15.4821], [18.3240, 13.2792, 15.0906], [18.7022, 13.6838, 9.8639], [18.1379, 14.2510, 8.5329], [19.4115, 12.3381, 9.5544], [19.7178, 14.6677, 10.4807], [12.5348, 11.1203, 12.1971], [12.0622, 11.8474, 13.1584], [12.4470, 9.6580, 12.2035], [12.5319, 8.9992, 10.9626], [12.3591, 8.8278, 13.4953], [11.0615, 9.0297, 14.3246], [13.5599, 9.1240, 14.4235], [12.3881, 7.3172, 13.1818], [14.6572, 8.8434, 6.9605], [14.5935, 10.4293, 7.7070], [15.2699, 9.0651, 8.6027], [12.1763, 9.1786, 6.4480], [11.0507, 9.4400, 7.7528], [12.1951, 10.7002, 7.3093], [13.0702, 7.0248, 7.5454], [13.5766, 7.0388, 9.2195], [11.8663, 7.2126, 8.8198], [13.3947, 11.5306, 8.8920], [15.9988, 14.0763, 9.5781], [18.9155, 12.7357, 12.3954], [17.8260, 10.1344, 13.7027], [19.2538, 11.1434, 13.7143], [18.6145, 10.4930, 15.2370], [15.7932, 10.8941, 15.1498], [16.8777, 11.4859, 16.4183], [15.6417, 12.5446, 15.7041], [19.2169, 13.4025, 14.4764], [17.7898, 14.2348, 15.1397], [18.5940, 13.0213, 16.1088], [17.4295, 13.5630, 8.0743], [17.5850, 15.1782, 8.6836], [18.9220, 14.4324, 7.8126], [18.6791, 11.5946, 9.2250], [20.1392, 12.4870, 8.7398], [19.9423, 11.9182, 10.4149], [19.2492, 15.5882, 10.8405], [20.2699, 14.1988, 11.3068], [20.4497, 14.9685, 9.7225], [12.2785, 7.9317, 10.9314], [10.9678, 10.0364, 14.7213], [10.1771, 8.8227, 13.7135], [11.0668, 8.3172, 15.1297], [13.6542, 10.1623, 14.7275], [13.4565, 8.5166, 15.3174], [14.5067, 8.8329, 13.9531], [11.5047, 7.0290, 12.6295], [13.2714, 6.9900, 12.6285], [12.3641, 6.7549, 14.1177], [12.5958, 11.9763, 16.1518], [12.9041, 12.5611, 16.8743], [11.7502, 11.5950, 16.4664], [15.8777, 16.1693, 13.1585], [14.8926, 16.0372, 13.1460], [16.0061, 17.0714, 13.5373], [8.8792, 11.4717, 12.6161], [8.4253, 11.6888, 14.0006], [9.1417, 12.3089, 14.9922], [8.4749, 12.3102, 16.2002], [10.2393, 12.9004, 14.8442], [8.2256, 11.9614, 11.8984], [8.8662, 10.4183, 12.3523], [9.8883, 11.8441, 12.5496], [7.4651, 11.4761, 14.1943], [7.7824, 11.6050, 16.3627], [9.0505, 12.6013, 16.9888], [12.4697, 14.6287, 12.4281], [13.0855, 15.5931, 13.3687]], "forces_ev_per_angstrom": [[0.59, -1.28, 0.03], [0.47, -0.07, 0.68], [-0.54, -0.62, -0.50], [-0.30, 0.57, 0.60], [0.98, -0.32, -0.46], [-0.79, 0.13, -0.02], [0.15, 0.09, 0.38], [-0.33, 0.16, 0.34], [-0.82, 0.07, -0.71], [0.79, 0.65, 0.63], [-1.65, -0.08, -0.79], [1.67, -1.69, 0.03], [-0.33, 0.96, -0.40], [0.44, 0.58, 1.14], [1.35, 0.30, 1.01], [-0.23, -0.88, -0.07], [0.29, 0.11, 0.29], [-0.02, -0.21, -0.22], [0.60, 0.09, 0.29], [-0.59, -0.62, -0.18], [-0.24, 1.44, 0.32], [-0.51, -0.78, -0.66], [0.05, 0.02, 0.40], [-0.17, 0.11, 0.15], [0.28, 0.21, -0.07], [0.09, 0.30, 0.45], [0.64, -0.13, 0.15], [0.05, -0.25, -0.43], [-0.52, -0.29, -0.48], [-0.32, 0.26, -0.30], [-0.60, -0.01, -0.36], [-0.25, 0.22, -0.14], [-0.32, -0.56, -0.32], [0.10, 0.01, -0.14], [0.24, 0.01, 0.17], [0.06, -0.30, -0.03], [-0.03, 0.21, -0.34], [-0.12, -0.60, 0.21], [0.39, 0.28, -0.20], [0.68, 0.85, -0.59], [-0.09, -0.77, -0.66], [-0.83, 0.21, 0.84], [2.08, -1.18, 3.49], [0.03, 0.73, -0.22], [0.91, 0.17, -0.45], [-1.43, 0.17, -0.65], [-0.36, -0.44, 0.82], [-0.23, 0.35, -0.60], [-1.25, -0.02, 0.93], [-0.35, 0.05, -0.54], [0.56, -0.18, 0.09], [-0.34, 0.28, 0.07], [-0.49, 0.71, 0.36], [-0.66, -0.02, -0.41], [0.08, 0.02, -0.29], [-0.09, -0.17, 0.62], [0.00, 0.30, -0.37], [0.24, 0.02, -0.35], [-0.69, -0.05, 0.16], [0.38, -0.04, 0.59], [0.39, 0.74, -0.63], [-0.28, 0.24, 0.75], [-0.20, 0.03, 0.39], [0.10, 0.35, -0.88], [0.17, -0.09, -0.46], [0.19, 0.14, 0.27], [-0.03, -0.03, 0.01], [-0.07, -0.23, 0.10], [-0.12, -0.02, 0.05], [0.13, -0.16, -0.32], [-0.27, 0.04, 0.09], [0.08, 0.15, 0.09], [-0.07, 0.06, -0.09], [-0.02, 0.07, 0.04], [-0.16, 0.03, 0.03], [-0.06, 0.09, 0.33], [-0.08, -0.10, 0.17], [-0.08, 0.08, -0.18], [-0.18, -0.05, -0.03], [0.13, 0.05, 0.02], [0.07, 0.11, -0.09], [-0.04, -0.21, -0.13], [0.02, -0.12, -0.08], [0.46, -0.33, -0.19], [0.07, 0.15, 0.18], [0.01, -0.12, -0.16], [0.26, -0.21, 0.18], [0.04, -0.25, -0.02], [0.17, 0.17, 0.11], [0.37, 0.07, -0.12], [0.05, 0.08, -0.01], [-0.13, -0.09, 0.26], [-0.11, 0.19, -0.03], [-0.12, -0.20, 0.03], [-0.19, 0.17, -0.15], [0.05, -0.12, 0.06], [0.44, 0.60, -0.08], [0.11, 0.18, -0.03], [0.04, 0.03, -0.02], [-0.02, -0.28, 0.53], [-0.23, 0.17, -0.12], [-0.02, -0.11, 0.27], [-0.15, 0.04, -0.08], [-0.28, -0.17, -0.26], [-0.01, 0.16, 0.02], [0.06, 0.07, 0.04], [-0.74, 0.08, 0.85], [0.14, -0.34, -0.44], [0.66, 0.21, -0.44], [-0.61, 1.00, 0.38], [0.86, 0.05, 0.12], [-0.22, -1.09, -0.45], [-0.24, 0.11, 0.57], [0.82, 0.27, -0.36], [0.21, 0.66, -0.65], [1.11, 0.37, 0.07], [-1.58, -0.94, 0.37], [-0.05, 0.34, 0.06], [0.14, -0.21, 0.24], [0.38, 0.10, -0.12], [-0.07, -0.08, 0.18], [-0.03, -0.13, 0.17], [-0.50, -0.08, -0.34], [0.51, 0.59, -1.50], [-0.01, -1.40, -1.94]]}



No. 3
{"formula": "C2H2N3O6S", "method": "ωB97M-V/def2-TZVPD", "de_lowest_kj_mol": 149.9, "e_lumo_ev": 3.11, "homo_lumo_gap_ev": 6.505, "charge": -1, "species": ["C", "C", "N", "N", "N", "O", "O", "O", "O", "O", "O", "S", "H", "H"], "xyz": [[0.7738, 0.2748, 0.9459], [-3.6233, -0.9364, -0.1739], [1.3711, -0.8421, -1.2876], [0.7560, 1.5665, 0.7474], [0.2911, -1.1580, -0.8790], [-3.5073, -1.3072, 0.8788], [-0.2893, -2.1379, -1.3065], [1.3238, -0.3579, 1.8543], [-3.7217, -0.4675, -1.2372], [-0.2118, -0.4107, 0.0970], [0.1696, 2.3077, -0.1796], [1.9952, 2.3443, 1.7308], [1.7597, -1.3756, -2.0247], [2.9130, 2.4999, 0.8343]], "forces_ev_per_angstrom": [[0.34, -1.45, 1.36], [0.08, 2.25, -4.08], [4.19, 3.94, 0.41], [1.01, 1.45, -0.27], [0.48, -1.59, -0.79], [0.21, -1.75, 3.85], [-2.80, -0.92, 0.56], [-0.78, 0.04, -1.56], [-0.20, -0.50, 0.22], [-1.43, 0.04, 0.83], [-0.12, -0.62, -0.01], [-1.33, 0.24, 1.42], [-0.47, -1.18, -0.60], [0.82, 0.04, -1.35]]}



No. 4
{"formula": "C23H22N6O2S3", "method": "ωB97M-V/def2-TZVPD", "e_lumo_ev": 0.29, "homo_lumo_gap_ev": 8.247, "smiles": "Cn1c(SCC(=O)Nc2ccc3nc(SCC(=O)NC4CC4)sc3c2)nnc1-c1ccccc1", "species": ["C", "N", "C", "N", "N", "C", "C", "C", "C", "C", "C", "C", "H", "H", "H", "H", "H", "S", "C", "H", "H", "C", "O", "N", "C", "C", "C", "C", "C", "C", "H", "H", "N", "C", "S", "C", "H", "H", "C", "O", "N", "C", "C", "C", "H", "H", "H", "H", "H", "H", "S", "H", "H", "H", "H", "H"], "xyz": [[3.6964, 1.3501, -4.6909], [3.5741, 0.8769, -3.3421], [3.2377, 1.6315, -2.2590], [3.1338, 0.8769, -1.1922], [3.3867, -0.3856, -1.5594], [3.6591, -0.4014, -2.8374], [3.9841, -1.6047, -3.5830], [4.9206, -1.6099, -4.6140], [5.2040, -2.7865, -5.2839], [4.5639, -3.9629, -4.9324], [3.6469, -3.9665, -3.8929], [3.3586, -2.7966, -3.2182], [2.6517, -2.7838, -2.4037], [3.1562, -4.8848, -3.6080], [4.7869, -4.8773, -5.4612], [5.9329, -2.7843, -6.0806], [5.4551, -0.7086, -4.8732], [2.9855, 3.3474, -2.3457], [2.7553, 3.7439, -0.5803], [3.4962, 3.1750, -0.0208], [2.9523, 4.8133, -0.5108], [1.3322, 3.4696, -0.0914], [0.5314, 4.3665, 0.0492], [1.1256, 2.1565, 0.1592], [-0.0402, 1.5209, 0.5796], [-0.0138, 0.1277, 0.6122], [-1.1472, -0.5392, 1.0270], [-2.3125, 0.1575, 1.4122], [-2.3200, 1.5480, 1.3767], [-1.1912, 2.2200, 0.9633], [-1.1841, 3.2964, 0.9275], [-3.2079, 2.0848, 1.6700], [-3.3488, -0.6417, 1.8064], [-3.0440, -1.8903, 1.7459], [-4.0863, -3.2017, 2.1711], [-5.6591, -2.3393, 2.5130], [-5.7824, -1.5720, 1.7508], [-6.4232, -3.1095, 2.4169], [-5.7131, -1.7554, 3.9260], [-6.3343, -2.2909, 4.8190], [-5.0333, -0.6037, 4.0394], [-4.8858, 0.0994, 5.2696], [-4.7755, 1.5932, 5.2395], [-3.5734, 0.7567, 5.5731], [-3.2148, 0.7447, 6.5901], [-2.7909, 0.6838, 4.8323], [-5.2489, 2.1588, 6.0263], [-4.7975, 2.0803, 4.2768], [-5.4411, -0.3801, 6.0648], [-4.4839, -0.2844, 3.2415], [-1.4115, -2.2581, 1.1776], [0.8739, -0.4110, 0.3183], [1.8966, 1.5196, -0.0883], [3.4562, 0.5428, -5.3816], [3.0014, 2.1775, -4.8391], [4.7093, 1.7101, -4.8851]], "forces_ev_per_angstrom": [[0.13, 0.22, -0.49], [-0.17, -0.15, 0.85], [0.08, -0.06, 0.12], [0.01, 0.85, -0.14], [0.31, -1.12, -0.26], [-0.09, 0.32, 0.32], [0.07, -0.34, -0.28], [-0.08, -0.01, 0.12], [0.05, -0.04, -0.11], [0.03, -0.02, -0.02], [0.01, -0.05, 0.02], [0.02, 0.13, -0.05], [-0.08, 0.00, 0.07], [-0.05, -0.07, 0.02], [0.02, -0.07, -0.04], [0.06, -0.01, -0.05], [0.03, 0.09, -0.03], [-0.03, 0.35, -0.06], [-0.02, -0.11, -0.25], [0.02, 0.07, 0.05], [-0.05, -0.11, 0.03], [0.38, -0.13, -0.02], [-0.19, 0.30, 0.01], [0.25, -0.23, 0.07], [-0.36, -0.13, 0.09], [0.03, 0.14, -0.01], [-0.36, 0.11, 0.15], [0.96, 0.10, -0.38], [0.06, -0.32, -0.01], [0.01, 0.21, 0.00], [0.02, 0.02, -0.01], [-0.12, 0.08, 0.03], [-0.54, -0.39, 0.04], [0.29, 0.12, -0.16], [-0.32, -0.34, 0.13], [0.32, -0.12, 0.04], [-0.07, -0.01, -0.02], [0.04, 0.09, 0.03], [0.07, 0.12, -0.48], [-0.23, -0.29, 0.29], [0.18, 0.42, -0.03], [-0.09, -0.05, 0.19], [-0.16, 0.06, 0.07], [0.10, -0.11, 0.11], [-0.01, 0.00, 0.11], [0.03, -0.03, -0.13], [-0.04, 0.03, 0.10], [0.00, -0.02, -0.15], [0.08, 0.13, 0.02], [-0.20, -0.22, 0.06], [-0.36, 0.35, 0.11], [0.17, -0.04, -0.06], [-0.13, 0.32, 0.07], [-0.01, 0.11, 0.03], [0.00, -0.10, -0.07], [-0.06, -0.04, -0.05]]}



Record-wise max |F| values, in hartree/bohr: 0.048 0.082 0.112 0.023